No. 1
A molecular structure, C3H5N at a distorted geometry. Source: the OMol25 dataset; level of theory: ωB97M-V/def2-TZVPD.

Summary:
Total charge: +1
Max |F|: 3.22 eV/A
Multiplicity: 2
Energy above the lowest of the compared OMol25 structures with the same formula, charge and spin: 359.3 kJ/mol

Geometry as XYZ:
```
9
Properties=species:S:1:pos:R:3:forces:R:3:lowdin_charge:R:1
H 0.434097 -0.759488 1.469663 1.2 0.8 1.2 0.109
C 0.938041 -0.640469 0.517332 -1.3 -1.7 0.1 0.179
H 1.544815 1.193769 -0.260538 0.0 -0.4 -1.4 0.168
N 0.913799 0.668117 -0.940701 -1.1 1.9 2.3 0.264
C -1.503097 0.158678 -0.259744 0.0 0.3 -1.1 0.244
H -2.222661 -0.548404 0.268977 1.5 1.0 -0.6 0.128
H 1.920435 -1.152648 0.316810 -1.6 0.5 -0.4 0.141
C -0.074002 0.009204 -0.320371 0.5 -0.9 -1.0 -0.364
H -1.951429 1.071243 -0.791424 0.8 -1.5 0.9 0.130
```
Positions in Å, forces in eV/Å.

***

No. 2
A gas-phase ion, C3H5N2 (charge +1) at a distorted geometry. Source: the OMol25 dataset; level of theory: ωB97M-V/def2-TZVPD.

Summary:
Total charge: +1
Max |F|: 1.36 eV/A
Multiplicity: 1
Energy above the lowest of the compared OMol25 structures with the same formula, charge and spin: 245.8 kJ/mol
Structure (SMILES): C=[NH+]CC#N

Geometry as XYZ:
```
10
Properties=species:S:1:pos:R:3:forces:R:3:lowdin_charge:R:1
N 1.959367 -0.528093 -0.848622 1.2 -0.2 -0.4 0.218
C 1.521645 0.004265 0.060701 0.2 0.2 0.3 -0.163
C 0.448396 0.492931 0.890831 0.7 0.3 0.6 -0.087
H -1.765429 -0.732346 -1.379917 -0.1 0.1 0.2 0.141
H 0.452235 0.017908 1.879252 -0.1 0.1 -0.2 0.159
H -1.627252 0.445028 0.595736 0.2 -0.2 -0.3 0.199
H 0.485841 1.579831 1.028619 -0.1 -0.2 -0.1 0.158
N -0.756521 0.122909 0.158587 -0.9 0.3 0.3 0.069
C -0.799770 -0.520034 -0.931614 -1.0 -0.4 -0.8 0.204
H 0.081487 -0.882399 -1.453574 0.0 0.2 0.3 0.101
```
Positions in Å, forces in eV/Å.

***

No. 3
A gas-phase ion, C3H5N2 (charge +1) at a distorted geometry. Source: the OMol25 dataset; level of theory: ωB97M-V/def2-TZVPD.

Summary:
Total charge: +1
Max |F|: 5.13 eV/A
Multiplicity: 1
Energy above the lowest of the compared OMol25 structures with the same formula, charge and spin: 607.8 kJ/mol

Geometry as XYZ:
```
10
Properties=species:S:1:pos:R:3:forces:R:3:lowdin_charge:R:1
C -2.098204 0.016013 0.061092 0.8 -2.2 -0.2 0.172
C 0.431578 -0.176434 -0.862987 -1.0 0.6 0.1 -0.099
C 2.447832 0.366524 0.438867 -1.8 0.8 -0.4 0.268
H 3.367734 0.978103 0.636386 -1.3 -0.7 -0.3 0.140
H -3.005124 -0.367631 -0.526779 1.9 1.1 0.1 0.138
N 1.333697 0.259146 0.002388 5.1 0.4 0.6 -0.002
N -0.797273 -0.186698 -0.161070 -1.2 0.6 1.9 0.017
H -2.275014 0.202281 1.138066 -0.1 0.0 -0.9 0.110
H -0.262255 -0.161457 0.709668 -2.0 0.6 1.0 0.134
H 0.857033 -0.929851 -1.435628 -0.3 -1.2 -1.9 0.122
```
Positions in Å, forces in eV/Å.